Version 1
DFT (ωB97M-V with the def2-TZVPD basis set) results for 2 unconnected molecules or ions with the total composition C5H9N2.

ORCA input file:
```
! wB97M-V def2-TZVPD RIJCOSX def2/J DEFGRID3
* xyz 1 1
C -1.08 -0.92 -0.43
C 0.54 -1.23 -0.35
C -2.97 0.90 -0.14
C 1.80 0.81 0.34
C 1.84 -0.61 -0.23
N -0.31 -1.21 -1.45
N -0.43 -1.43 0.65
H -3.73 0.14 -0.22
H -2.31 1.27 -0.93
H -3.19 1.52 0.67
H 0.88 1.22 0.71
H 2.06 1.39 -0.50
H 2.58 0.94 1.01
H 2.49 -1.20 0.48
H 2.33 -0.57 -1.20
H -0.51 -1.01 1.57
*
```

Calculated values
lowest unoccupied orbital energy (alpha / beta): -0.25225 / -0.22231 hartree
HOMO-LUMO gap (alpha / beta): 7.529 / 8.743 eV

Results of the natural (NBO) charge analysis, in e, for atoms 1 through 5: 0.44, 0.57, -0.19, -0.60, -0.51

***

Version 2
DFT (ωB97M-V with the def2-TZVPD basis set) results for 2 unconnected molecules or ions with the total composition C5H9N2.

ORCA input file:
```
! wB97M-V def2-TZVPD RIJCOSX def2/J DEFGRID3
* xyz 1 1
C 1.35 -0.69 -0.54
C -0.04 1.21 0.19
C 1.40 -0.70 0.89
C -0.87 -0.11 0.27
C -1.87 -0.21 -0.82
N 1.29 0.60 0.18
N 0.19 -1.16 0.28
H 2.02 -1.05 -1.32
H -0.12 1.78 -0.71
H -0.11 1.73 1.11
H 2.41 -1.76 2.66
H -1.51 -0.31 1.26
H -1.51 0.22 -1.81
H -2.70 0.41 -0.75
H -2.08 -1.27 -0.91
H 2.16 1.31 0.02
*
```

Calculated values
lowest unoccupied orbital energy (alpha / beta): -0.26007 / -0.18172 hartree
HOMO-LUMO gap (alpha / beta): 8.274 / 10.480 eV

Results of the natural (NBO) charge analysis, in e, for atoms 1 through 5: 0.00, -0.25, 0.30, -0.08, -0.63

***

Relative calculated energies, zero for the most stable structure, unit kcal/mol: version 1 0.0; version 2 38.0.